Entry 1:
Density functional theory data (ωB97M-V/def2-TZVPD) for C41H45N4O2PSSnTe as an isolated structure.

Positions of all 96 atoms, in Å:
Sn: -0.39 -0.98 0.34
C: -1.97 -3.23 0.19
C: -0.92 -3.63 -0.67
C: 0.26 -3.73 0.11
C: -0.06 -3.38 1.45
C: -1.44 -3.08 1.50
C: -2.28 -2.83 2.73
C: 0.88 -3.51 2.62
C: 1.60 -4.26 -0.32
C: -1.05 -4.00 -2.12
C: -3.44 -3.13 -0.13
H: -2.91 -3.70 2.95
H: -2.95 -1.98 2.60
H: -1.66 -2.62 3.60
H: 0.94 -4.55 2.97
H: 0.56 -2.90 3.46
H: 1.90 -3.20 2.36
H: 1.90 -5.11 0.30
H: 2.40 -3.51 -0.22
H: 1.57 -4.60 -1.36
H: -0.50 -4.91 -2.35
H: -0.70 -3.22 -2.81
H: -2.09 -4.18 -2.38
H: -3.85 -2.15 0.13
H: -4.01 -3.87 0.45
H: -3.65 -3.30 -1.18
O: -0.59 -0.21 2.58
N: -0.40 0.99 2.94
N: 0.04 1.73 1.99
O: 0.26 1.29 0.77
C: 0.28 3.13 2.26
C: 0.63 3.93 1.19
C: 0.84 5.29 1.39
C: 0.71 5.84 2.65
C: 0.37 5.03 3.72
C: 0.15 3.67 3.54
H: 0.74 3.48 0.21
H: 1.12 5.92 0.55
H: 0.87 6.90 2.80
H: 0.27 5.45 4.72
H: -0.12 3.03 4.37
C: -2.03 2.37 -1.59
P: -2.72 0.93 -0.69
C: -3.75 1.74 0.57
C: -5.00 1.25 0.95
C: -5.69 1.82 2.01
C: -5.13 2.88 2.72
C: -3.88 3.37 2.36
C: -3.20 2.81 1.29
C: -3.90 0.31 -1.95
C: -5.05 0.99 -2.33
C: -5.86 0.49 -3.34
C: -5.51 -0.69 -3.99
C: -4.35 -1.37 -3.63
C: -3.55 -0.87 -2.61
H: -2.76 3.18 -1.67
H: -1.74 2.04 -2.59
H: -1.12 2.73 -1.09
H: -5.44 0.41 0.42
H: -6.66 1.44 2.29
H: -5.67 3.33 3.55
H: -3.44 4.19 2.91
H: -2.23 3.21 1.01
H: -5.32 1.92 -1.84
H: -6.76 1.02 -3.63
H: -6.14 -1.07 -4.79
H: -4.08 -2.28 -4.14
H: -2.64 -1.39 -2.32
S: 0.60 0.20 -2.51
C: 2.13 -0.47 -2.50
N: 2.26 -1.84 -2.51
C: 3.44 -2.48 -2.63
C: 4.59 -1.75 -2.67
C: 4.44 -0.36 -2.53
N: 3.29 0.26 -2.45
H: 1.40 -2.37 -2.42
H: 3.41 -3.56 -2.68
H: 5.55 -2.23 -2.77
H: 5.32 0.28 -2.47
C: 3.44 1.38 0.28
Te: 2.86 -0.44 1.22
C: 4.82 -1.14 0.70
C: 5.59 0.07 0.21
C: 6.96 -0.02 -0.05
C: 7.67 1.09 -0.49
C: 7.01 2.30 -0.68
C: 5.65 2.39 -0.44
C: 4.93 1.28 0.01
H: 3.20 2.21 0.93
H: 2.87 1.49 -0.65
H: 4.74 -1.90 -0.08
H: 5.30 -1.60 1.56
H: 7.47 -0.97 0.10
H: 8.74 1.01 -0.67
H: 7.56 3.17 -1.01
H: 5.13 3.33 -0.59

Summary:
Gap between HOMO and LUMO ... 6.841 eV
E_LUMO ... -0.2 eV
M ... 935.2 g/mol
HOMO ... -7.01 eV
2S+1 ... 1
Calculated total energy ... -86548.99830 eV

Entry 2:
Density functional theory data (ωB97M-V/def2-TZVPD) for C53H68KN8O5SSi as an isolated structure at a distorted geometry.

Positions of all 137 atoms, in Å:
K: -0.31 0.27 -0.15
C: 0.31 -5.62 -0.73
N: 0.99 -4.34 -0.75
C: 2.41 -4.36 -1.04
C: 0.43 -3.19 -0.28
O: 1.05 -2.16 -0.16
C: -1.04 -3.30 0.12
O: -1.45 -2.05 0.60
C: -2.79 -2.07 1.03
C: -3.19 -0.61 1.23
O: -2.46 0.27 0.82
N: -4.37 -0.34 1.85
C: -5.30 -1.33 2.33
C: -4.74 1.05 2.05
H: 0.80 -6.29 -1.43
H: -0.73 -5.52 -1.03
H: 0.34 -6.09 0.26
H: 2.59 -4.88 -1.98
H: 2.97 -4.86 -0.24
H: 2.77 -3.34 -1.13
H: -1.14 -4.07 0.90
H: -1.64 -3.59 -0.74
H: -2.88 -2.64 1.96
H: -3.44 -2.52 0.27
H: -4.92 -2.34 2.17
H: -6.26 -1.24 1.82
H: -5.47 -1.21 3.41
H: -3.94 1.69 1.69
H: -4.91 1.24 3.12
H: -5.66 1.28 1.51
C: 2.32 3.38 0.67
C: 3.31 2.52 -0.04
C: 4.10 3.03 -1.07
C: 4.97 2.22 -1.78
C: 5.06 0.87 -1.47
C: 4.29 0.33 -0.45
C: 4.31 -1.15 -0.15
C: 3.43 1.17 0.27
N: 2.59 0.55 1.23
C: 2.88 0.49 2.45
C: 4.12 1.09 3.08
C: 1.93 -0.26 3.36
C: 2.41 -0.59 4.75
N: 0.79 -0.57 2.90
C: -0.13 -1.35 3.60
C: -1.30 -0.74 4.08
C: -1.46 0.74 3.97
C: -2.27 -1.54 4.67
C: -2.11 -2.92 4.79
C: -0.94 -3.50 4.31
C: 0.06 -2.74 3.72
C: 1.33 -3.39 3.24
H: 2.47 4.44 0.43
H: 2.38 3.27 1.76
H: 1.30 3.12 0.40
H: 3.99 4.07 -1.33
H: 5.56 2.63 -2.59
H: 5.71 0.22 -2.04
H: 4.80 -1.69 -0.96
H: 3.28 -1.50 -0.06
H: 4.83 -1.37 0.78
H: 4.64 1.70 2.34
H: 4.80 0.31 3.43
H: 3.86 1.72 3.93
H: 2.68 0.32 5.28
H: 3.31 -1.22 4.70
H: 1.64 -1.11 5.31
H: -0.75 1.26 4.62
H: -2.47 1.05 4.27
H: -1.26 1.11 2.96
H: -3.17 -1.07 5.05
H: -2.88 -3.52 5.25
H: -0.80 -4.57 4.40
H: 1.13 -4.42 2.92
H: 2.08 -3.43 4.03
H: 1.76 -2.85 2.40
C: 0.84 3.01 4.70
C: 0.03 3.86 3.75
C: -0.17 5.20 4.04
C: -0.92 5.94 3.12
C: -1.39 5.34 1.98
C: -1.10 3.96 1.70
N: -0.42 3.24 2.66
N: -1.46 3.36 0.58
Si: -1.94 4.01 -0.90
C: -3.54 5.05 -0.90
C: -2.26 2.61 -2.10
C: -0.60 5.13 -1.64
H: 0.27 2.78 5.61
H: 1.74 3.54 5.01
H: 1.10 2.08 4.21
H: 0.24 5.65 4.94
H: -1.13 6.99 3.30
H: -1.96 5.91 1.26
H: -4.39 4.46 -0.54
H: -3.77 5.39 -1.91
H: -3.45 5.93 -0.26
H: -2.82 1.80 -1.60
H: -1.32 2.20 -2.46
H: -2.83 2.93 -2.97
H: -0.17 5.76 -0.86
H: -0.98 5.78 -2.43
H: 0.20 4.52 -2.06
C: 4.80 -3.53 -5.60
C: 3.81 -2.58 -4.97
C: 4.04 -1.21 -4.96
C: 3.13 -0.34 -4.38
C: 1.98 -0.84 -3.79
C: 1.74 -2.21 -3.79
C: 2.65 -3.07 -4.39
S: 0.85 0.28 -2.97
O: 1.40 0.40 -1.63
O: 0.87 1.49 -3.77
N: -0.54 -0.44 -2.85
C: -1.42 -0.43 -3.90
C: -1.11 -0.24 -5.24
C: -2.08 -0.24 -6.25
C: -3.40 -0.43 -5.96
C: -3.78 -0.66 -4.62
C: -5.13 -0.84 -4.25
C: -5.46 -1.03 -2.94
C: -4.41 -1.07 -1.99
N: -3.15 -0.92 -2.29
C: -2.81 -0.69 -3.59
H: 5.60 -2.98 -6.10
H: 4.32 -4.17 -6.34
H: 5.25 -4.18 -4.85
H: 4.94 -0.82 -5.42
H: 3.29 0.73 -4.37
H: 0.82 -2.58 -3.33
H: 2.45 -4.13 -4.41
H: -0.08 -0.05 -5.52
H: -1.77 -0.06 -7.27
H: -4.17 -0.41 -6.73
H: -5.89 -0.81 -5.02
H: -6.48 -1.15 -2.62
H: -4.65 -1.22 -0.94

Summary:
Gap between HOMO and LUMO ... 5.224 eV
E_LUMO ... 1.7 eV
M ... 996.4 g/mol
HOMO ... -3.48 eV
Net charge ... -1
2S+1 ... 1
Calculated total energy ... -113266.35342 eV

Entry 3:
Density functional theory data (ωB97M-V/def2-TZVPD) for one molecule with the formula C5H11N at a distorted geometry.

Positions of all 17 atoms, in Å:
C: -1.14 -0.47 1.52
C: -0.20 -0.71 0.21
C: 0.92 0.40 0.09
C: 1.27 0.17 -2.29
C: 1.83 -0.04 -1.06
N: -2.15 0.54 1.38
H: -1.68 -1.41 1.55
H: -0.48 -0.38 2.35
H: -0.88 -0.42 -0.60
H: -0.04 -1.77 0.04
H: 0.35 1.31 -0.32
H: 1.45 0.60 1.01
H: 1.70 0.01 -3.35
H: 0.37 0.92 -2.21
H: 2.77 -0.56 -0.78
H: -2.77 0.38 0.51
H: -1.91 1.47 1.23

Summary:
Gap between HOMO and LUMO ... 9.854 eV
E_LUMO ... 1.1 eV
M ... 85.1 g/mol
HOMO ... -8.71 eV
2S+1 ... 1
Calculated total energy ... -6851.20184 eV

Entry 4:
Density functional theory data (ωB97M-V/def2-TZVPD) for C6H11N4O2 as an isolated structure at a distorted geometry.

Positions of all 23 atoms, in Å:
C: 3.29 -1.06 -0.34
C: 2.94 0.05 0.41
C: -2.16 0.60 -0.93
C: -2.58 0.31 0.56
C: -0.76 -1.07 0.97
C: -0.13 -0.80 -0.92
N: 2.21 -1.51 -1.04
N: 1.27 -0.67 -0.82
N: -0.76 0.49 -1.06
N: 3.65 0.83 1.22
O: 1.67 0.33 0.07
O: -2.01 -0.92 0.96
H: 4.12 -1.66 -0.22
H: -2.77 -0.12 -1.47
H: -2.31 1.60 -1.15
H: -2.18 1.18 1.06
H: -3.74 0.32 0.50
H: -0.45 -2.05 1.20
H: -0.05 -0.29 1.22
H: -0.35 -1.65 -1.58
H: -0.33 0.80 -1.90
H: 4.61 0.75 1.21
H: 3.24 1.59 1.62

Summary:
Gap between HOMO and LUMO ... 7.363 eV
E_LUMO ... -4.3 eV
M ... 171.2 g/mol
HOMO ... -11.66 eV
Net charge ... +1
2S+1 ... 1
Calculated total energy ... -16443.98375 eV

Question: Which of these has the highest calculated total energy?
Answer: C5H11N

Question: Which of these has the highest gap between HOMO and LUMO?
Answer: C5H11N